12
Properties=species:S:1:pos:R:3:forces:R:3:nbo_charge:R:1 method="wB97M-V/def2-TZVPD" gap_ev=10.309 charge=+1 lumo_energy_ev=-3.2
C 1.373 0.691 0.232 0.5 0.5 0.1 0.31
N 1.924 1.696 0.330 0.0 0.1 0.0 -0.59
N -1.429 1.071 -0.613 0.1 0.0 -0.1 -0.89
N 0.328 -1.810 0.259 0.0 0.1 0.0 -0.93
Br -2.605 -0.271 0.009 0.0 0.4 -0.2 0.17
H -1.633 1.920 -0.083 -0.2 -0.3 0.0 0.38
H 2.407 2.570 0.412 0.0 0.0 0.0 0.47
H 0.743 -0.779 0.219 -0.2 -0.7 0.1 0.40
H -1.678 1.265 -1.583 -0.2 -0.1 0.2 0.39
H -0.657 -1.756 -0.033 0.1 -0.1 0.1 0.44
H 0.374 -2.174 1.212 0.0 0.0 -0.1 0.43
H 0.853 -2.424 -0.362 -0.1 0.0 0.0 0.43

=====

74
Properties=species:S:1:pos:R:3:forces:R:3:mulliken_charge:R:1 method="wB97M-V/def2-TZVPD" gap_ev="7.135 / 5.946" charge=+1 lumo_energy_ev="-3.2 / -4.4" spin_multiplicity=6
Ru 0.230 1.034 -0.108 0.5 -0.3 1.0 1.41
O -4.245 -2.016 1.504 -0.2 -0.1 0.3 -0.65
C -4.200 -2.360 0.214 0.2 0.0 -0.2 0.63
C -5.069 -3.360 -0.233 0.0 0.1 0.1 -0.70
C -5.096 -3.722 -1.561 0.1 0.1 0.1 -0.43
C -4.216 -3.144 -2.471 0.1 0.1 -0.2 -0.75
C -3.314 -2.198 -2.041 -0.1 -0.1 0.2 -0.61
C -3.294 -1.788 -0.703 0.0 0.0 0.0 0.32
C -2.335 -0.752 -0.311 0.1 0.5 0.7 0.72
O -1.353 -0.466 -1.037 0.8 0.8 -0.5 -0.97
N -2.566 -0.109 0.851 -1.4 -0.9 0.4 -1.31
N -1.800 0.928 1.069 1.6 0.9 -0.2 0.97
C -1.995 1.760 2.035 -0.5 -1.0 -0.3 -1.12
C -1.163 2.930 2.112 0.6 0.9 0.3 0.86
C -1.318 3.873 3.137 0.0 -0.4 -0.4 -0.96
C -0.513 4.994 3.150 0.2 0.0 -0.2 -0.49
C 0.437 5.155 2.147 -0.2 -0.1 0.1 -0.85
C 0.539 4.173 1.173 0.1 0.3 0.0 -0.42
N -0.235 3.101 1.151 0.0 -0.7 -0.1 0.67
H -3.669 -1.232 1.648 0.0 0.0 -0.2 0.53
H -5.729 -3.816 0.486 -0.1 0.0 0.1 0.48
H -5.817 -4.451 -1.896 0.0 -0.1 0.0 0.42
H -4.248 -3.431 -3.509 0.0 0.0 -0.2 0.46
H -2.605 -1.750 -2.721 0.0 0.0 -0.1 0.48
H -2.807 1.613 2.744 0.0 0.0 -0.1 0.38
H -2.070 3.711 3.892 -0.1 0.0 0.1 0.50
H -0.620 5.742 3.921 0.0 0.0 0.1 0.44
H 1.080 6.019 2.118 0.1 0.1 0.0 0.46
H 1.264 4.257 0.370 0.0 0.0 0.0 0.52
O 2.183 4.094 -5.424 0.0 0.1 -0.2 -0.52
C 1.857 3.552 -4.256 -0.1 -0.3 0.6 0.92
C 2.779 2.938 -3.399 -0.1 0.1 0.0 -0.62
C 2.335 2.414 -2.203 0.4 0.1 -0.3 -0.78
N 1.060 2.453 -1.824 -0.5 -0.5 0.5 -0.01
C 0.186 3.020 -2.650 -0.2 0.2 0.0 0.12
Br -1.608 2.982 -2.037 0.2 0.0 -0.2 -0.07
C 0.515 3.597 -3.856 0.1 0.0 0.0 -0.60
H 3.126 4.005 -5.621 -0.1 0.0 0.1 0.32
H 3.825 2.879 -3.662 0.1 0.0 0.0 0.34
H 3.017 1.938 -1.512 0.1 -0.1 0.0 0.44
H -0.221 4.072 -4.486 -0.1 0.0 0.0 0.51
C -0.925 -4.467 -1.375 0.2 -0.1 0.0 -0.72
C 0.582 -4.455 -1.604 -0.2 0.0 0.0 -0.37
C 1.076 -3.116 -2.120 -0.1 0.3 0.5 -1.19
S 0.907 -1.834 -0.805 1.0 -2.5 0.2 1.17
O 1.437 -0.591 -1.448 0.0 2.2 -0.3 -0.74
C 2.288 -2.355 0.314 -0.4 -0.1 -0.2 -0.95
C 1.765 -3.002 1.592 -0.2 0.0 0.1 -0.55
C 0.491 -2.319 2.083 0.0 0.0 0.2 -0.47
H -1.237 -5.428 -0.976 -0.1 -0.1 0.0 0.43
H -1.460 -4.296 -2.305 -0.1 0.0 -0.1 0.28
H -1.223 -3.693 -0.669 -0.1 0.0 0.0 -0.06
H 0.845 -5.222 -2.334 0.1 0.0 0.1 0.45
H 1.090 -4.703 -0.671 0.1 -0.1 0.0 0.10
H 0.466 -2.770 -2.953 -0.1 0.2 0.0 0.48
H 2.119 -3.136 -2.429 0.1 0.1 0.1 0.48
H 2.767 -1.405 0.545 -0.1 0.1 -0.1 0.18
H 2.981 -2.990 -0.230 0.1 0.0 -0.1 0.61
H 2.538 -2.924 2.359 0.1 0.0 -0.1 0.39
H 1.583 -4.068 1.444 0.0 0.0 0.0 0.33
H 0.570 -1.239 1.935 -0.1 -0.1 0.2 -0.17
H 0.328 -2.505 3.140 0.0 -0.1 0.1 0.49
H -0.378 -2.683 1.540 -0.2 0.0 0.0 0.18
C 1.856 1.484 3.637 0.2 -0.3 -0.5 -1.27
C 2.535 0.952 2.360 1.0 0.5 1.2 0.42
C 3.547 1.978 1.824 -0.3 -0.5 0.1 -1.25
O 1.608 0.618 1.417 -2.3 0.2 -2.7 -0.42
H 2.599 1.667 4.409 0.0 0.0 0.1 0.48
H 1.138 0.752 3.998 -0.1 0.0 0.1 0.32
H 1.332 2.410 3.411 0.0 0.1 0.0 0.18
H 3.087 0.027 2.633 -0.1 0.3 -0.1 0.23
H 3.021 2.894 1.559 0.0 0.1 0.0 0.17
H 4.041 1.580 0.939 0.1 0.0 -0.1 0.28
H 4.296 2.197 2.581 0.1 0.1 0.0 0.46

=====

120
Properties=species:S:1:pos:R:3:forces:R:3:mulliken_charge:R:1 method="wB97M-V/def2-TZVPD" gap_ev="1.930 / 9.852" charge=-1 lumo_energy_ev="1.6 / 1.6" spin_multiplicity=2
H 6.048 -2.058 -2.663 0.0 -1.1 0.7 0.24
H 6.259 -0.568 -2.343 0.2 0.0 0.5 0.29
O 5.940 -1.187 -2.994 -0.1 1.3 -1.3 -0.48
H -1.794 3.566 2.052 -0.7 1.6 -0.4 0.23
H -0.533 4.060 1.729 -1.3 2.0 -0.4 0.32
O -1.472 4.468 1.743 2.1 -3.4 1.5 -0.56
H 0.614 0.271 -1.635 0.8 -0.8 1.8 0.31
H 1.395 0.274 -0.220 -0.7 0.2 -1.1 -1.24
O 0.768 -0.248 -0.772 -0.4 0.7 -1.2 0.36
H 1.661 2.968 -2.012 -2.4 1.3 -2.3 0.21
H 2.507 3.131 -0.917 1.2 0.1 1.2 -0.03
O 2.256 2.467 -1.535 0.8 -2.4 0.7 -0.51
H 5.456 -2.224 0.327 1.5 0.5 0.3 0.21
H 4.144 -2.612 0.200 -0.9 0.6 -0.6 0.24
O 4.717 -1.906 -0.180 -0.9 -1.0 0.5 -0.42
H 1.344 3.242 5.555 -1.7 0.3 2.3 0.21
O 1.868 3.119 4.814 0.0 -3.9 -1.6 -0.43
H -1.196 -4.546 0.909 0.7 0.2 3.1 0.23
O -1.175 -4.378 1.929 -1.5 0.4 -2.5 -0.60
H -3.024 -0.980 1.856 2.0 2.2 0.1 0.27
H -1.582 -0.476 1.852 8.0 -3.2 1.7 -0.43
O -2.369 -0.183 1.728 -10.8 1.4 -1.9 0.10
H -0.659 -0.256 4.719 1.3 2.3 -0.1 0.16
H 0.777 -0.136 4.940 -0.2 1.0 0.0 0.24
O 0.032 0.503 4.832 -1.1 -3.5 0.9 -0.51
H -4.690 -0.490 4.223 -0.6 0.8 -0.6 0.33
H -4.152 -1.772 4.512 0.6 -1.2 0.3 0.28
O -4.735 -1.386 3.874 -0.3 1.0 0.0 -0.60
H 3.562 3.235 2.665 -0.3 1.8 -2.3 0.25
H 2.908 3.336 1.295 -1.1 -1.5 -1.4 0.24
O 3.427 3.868 1.851 1.5 -0.4 3.8 -0.63
H 0.499 -4.437 -3.180 -1.3 1.2 0.2 0.23
O 0.441 -5.382 -3.313 4.0 -0.1 0.2 -0.61
H -2.622 -1.297 -0.310 -0.4 -0.2 -2.2 0.13
H -3.869 -1.475 -1.224 -0.4 -0.6 -0.3 0.27
O -2.914 -1.457 -1.272 1.4 0.5 2.5 -0.35
H 1.106 1.922 3.460 -1.1 -2.0 -2.1 0.15
H 0.301 2.292 2.258 -0.2 -0.7 -0.5 -0.24
O 0.669 1.456 2.602 0.9 2.9 2.3 -0.02
H 1.931 -1.431 1.351 0.5 0.4 -1.8 0.40
H 0.492 -1.306 1.960 -7.8 2.1 -1.7 -0.03
O 1.318 -1.490 2.043 7.4 -2.8 3.7 -0.63
H 1.621 4.537 -0.688 -3.4 1.8 0.2 0.17
H 0.756 5.032 -1.736 -0.2 0.9 -4.9 0.33
O 0.648 4.944 -0.852 4.0 -1.9 5.4 -0.54
H 4.011 3.272 -2.698 -0.5 -1.7 -1.0 0.27
H 4.384 4.648 -2.567 1.5 4.3 -2.6 0.22
O 4.160 3.946 -2.076 -0.4 -2.0 3.5 -0.38
H -1.844 -0.858 -3.891 1.5 1.8 1.3 0.37
H -1.764 -0.832 -2.447 -0.6 0.1 1.4 0.30
O -1.357 -0.324 -3.150 -1.4 -1.1 -3.1 -0.56
H -0.815 -2.826 -4.679 1.5 1.5 2.7 0.30
O -1.187 -3.217 -5.414 0.7 -3.9 -3.1 -0.68
H -5.276 0.021 -2.005 0.7 -2.2 0.9 0.28
H -4.357 1.089 -2.729 3.3 0.1 -0.6 0.34
O -5.183 0.795 -2.481 -3.6 2.4 -1.2 -0.67
H 2.692 -2.098 -3.813 -0.5 0.0 -0.6 0.23
O 3.226 -2.544 -3.166 -1.2 -4.5 -2.4 -0.53
H -3.965 -3.826 3.922 0.2 -0.4 0.8 0.24
H -2.856 -3.624 5.110 0.2 -1.4 2.4 0.23
O -3.170 -3.414 4.275 -0.1 1.4 -2.8 -0.43
H -1.744 -3.758 -2.818 0.0 0.3 -0.1 0.32
H -1.383 -4.214 -1.434 -0.1 0.1 -0.3 0.24
O -1.870 -4.495 -2.220 -0.3 -0.4 0.6 -0.63
H -5.469 -0.950 -0.692 -1.5 -2.1 -0.3 0.27
H -6.336 -2.087 -1.510 -3.3 -0.1 -1.7 0.23
O -5.573 -1.906 -1.066 4.1 2.5 2.8 -0.59
H 4.371 -0.465 5.261 -3.6 1.3 0.4 0.34
H 2.986 0.159 4.693 0.3 -0.2 -0.6 0.37
O 3.404 -0.107 5.509 3.2 -1.3 0.5 -0.70
H 3.720 0.005 -1.594 -1.1 0.5 -2.3 0.04
H 3.198 0.619 -2.942 0.4 11.1 -6.8 -0.08
O 3.199 -0.042 -2.467 0.7 -11.1 9.4 -0.06
H -0.517 -6.913 0.094 -1.1 -0.2 -0.5 0.30
H 0.561 -6.076 -0.634 0.0 1.3 -2.7 0.30
O 0.364 -6.590 0.097 1.1 -1.1 3.0 -0.58
H -1.025 3.824 -0.323 11.3 -1.5 7.3 -0.01
H -1.880 4.909 -0.944 1.1 -1.2 0.6 0.16
O -1.694 3.961 -0.757 -12.4 3.7 -7.6 -0.20
H -1.686 2.623 -2.058 5.2 1.0 4.0 0.10
H -3.243 3.021 -2.074 2.0 -0.2 -0.1 0.31
O -2.460 2.574 -2.443 -8.1 -2.0 -5.7 -0.51
H 4.271 0.078 1.931 0.1 0.1 -1.4 0.11
H 3.891 1.059 3.077 0.6 -3.0 -0.9 0.27
O 4.097 0.059 2.854 -0.3 2.8 2.3 -0.53
H -1.646 1.358 0.260 -11.0 -3.5 3.5 -0.21
H -0.240 0.757 -0.134 -2.3 1.3 0.5 0.07
O -0.886 1.552 0.021 12.7 2.6 -3.7 0.86
H -0.001 -1.307 -2.589 -0.5 -1.4 -0.4 0.17
O 0.046 -2.276 -2.363 1.8 0.8 1.4 0.02
H -3.301 1.761 2.601 -1.6 -0.4 1.4 0.16
H -4.262 2.897 2.681 -0.5 -1.6 1.0 0.37
O -4.147 1.992 3.121 2.1 1.8 -2.4 -0.63
H -0.563 -4.044 -5.570 -2.0 2.5 0.6 0.35
H 2.246 3.905 4.592 1.6 3.5 -1.0 0.24
H 3.486 -1.838 -2.691 1.7 3.7 2.8 0.41
H -0.374 -4.666 2.347 0.9 -0.7 -0.5 0.27
H 1.472 -5.412 -3.251 -2.3 -1.0 -0.4 0.34
H 0.669 -2.167 -1.577 -1.0 -0.7 -1.3 0.06
O -4.462 4.076 0.005 2.2 0.1 -1.0 -0.72
H -3.668 4.628 0.244 -1.1 -0.6 0.3 0.37
H -3.979 3.592 -0.724 -1.1 0.5 1.4 0.22
O 2.458 1.182 0.886 -0.5 -2.0 -1.2 -0.05
H 1.591 1.089 1.479 1.7 0.0 -0.4 0.13
H 2.611 0.345 0.300 0.6 2.2 2.0 -0.12
O 0.845 5.226 -3.458 -3.7 -2.0 1.4 -0.42
H 0.102 4.993 -4.053 0.7 0.2 0.5 0.24
H 1.494 5.615 -3.940 2.9 1.8 -2.4 0.21
O -5.114 0.765 0.249 -3.3 2.8 -4.6 -0.78
H -4.609 1.347 -0.405 -1.8 -0.8 0.7 0.32
H -4.396 0.492 0.664 5.1 -2.4 4.2 0.45
O -1.087 -1.721 3.323 -0.3 -1.5 0.5 -0.12
H -1.970 -1.833 3.731 0.3 0.1 -0.4 0.26
H -0.921 -2.662 3.064 0.0 0.8 0.0 -0.01
O 3.655 1.014 -5.182 7.0 4.4 2.0 -0.62
H 2.936 0.563 -5.377 -4.6 -4.2 -0.9 0.27
H 4.438 0.626 -4.685 -2.3 -0.3 -1.2 0.34
O 2.735 -3.810 1.295 -0.9 1.1 1.8 -0.42
H 2.268 -4.429 0.744 -0.4 -0.4 -0.2 0.28
H 2.050 -3.446 1.971 1.6 -0.6 -1.7 0.16

=====

8
Properties=species:S:1:pos:R:3:forces:R:3:nbo_charge:R:1 method="wB97M-V/def2-TZVPD" gap_ev=9.351 lumo_energy_ev=-0.5
O -0.466 0.536 -1.496 -2.0 -4.1 3.0 -0.48
C -0.929 -0.401 -0.762 -0.9 2.4 -3.4 0.34
C -0.226 -0.967 0.421 1.2 1.2 0.2 -0.13
N 0.703 -0.342 1.054 -1.3 0.4 -0.5 -0.05
O 0.801 1.001 0.701 3.1 -0.9 1.8 -0.52
H -2.019 -0.881 -1.043 2.5 1.0 0.7 0.13
H -0.328 -1.934 0.869 -0.6 -0.7 -0.5 0.22
H 1.679 1.127 1.205 -2.0 0.7 -1.2 0.49

=====

9
Properties=species:S:1:pos:R:3:forces:R:3:nbo_charge:R:1 method="wB97M-V/def2-TZVPD" gap_ev="8.805 / 8.808" lumo_energy_ev="-0.3 / -0.3"
C 0.654 0.656 -0.256 -1.0 -0.8 1.2 0.44
C -1.810 -0.488 0.203 0.1 0.1 -0.7 0.87
N 1.601 -0.061 -0.070 1.1 -0.9 0.2 -0.10
N -2.257 0.587 0.039 -0.6 -0.2 1.1 -0.78
N 2.222 -1.127 -0.098 1.8 -0.5 0.5 -0.40
O -1.395 -1.555 0.379 0.3 -1.0 0.4 -0.53
F 0.587 1.906 -0.527 0.4 1.4 -0.8 -0.28
H -2.472 1.411 -0.421 -0.2 1.0 -0.8 0.44
H 2.869 -1.329 0.751 -1.9 0.9 -1.2 0.35

=====

26
Properties=species:S:1:pos:R:3:forces:R:3:nbo_charge:R:1 method="wB97M-V/def2-TZVPD" gap_ev="6.381 / 6.389" charge=+1 lumo_energy_ev="-6.4 / -6.4"
Os 0.652 0.236 -0.161 -0.3 -0.4 0.3 1.30
O 3.740 1.306 1.733 0.0 0.0 0.0 -0.81
S 2.609 0.877 1.029 0.0 -0.2 0.1 2.48
O 1.496 0.105 1.744 0.0 0.0 0.0 -0.86
O 1.739 1.920 0.294 -0.1 0.1 -0.1 -0.83
O 2.767 -0.101 -0.145 0.2 0.2 -0.2 -0.91
F -3.587 -3.481 2.961 0.0 0.0 0.0 -0.25
C -2.971 -2.469 2.382 0.0 0.0 0.0 0.31
C -3.261 -1.168 2.775 0.0 0.0 0.0 0.30
F -4.157 -0.963 3.723 0.0 0.0 0.0 -0.26
C -2.620 -0.086 2.188 0.0 0.0 0.0 0.34
F -2.911 1.145 2.565 0.0 0.0 0.0 -0.26
C -1.674 -0.316 1.198 -0.2 -0.1 -0.2 0.12
O -1.030 0.683 0.547 0.2 0.4 0.3 -0.51
C -1.409 -1.624 0.835 0.1 0.0 -0.1 0.30
F -0.445 -1.759 -0.148 0.0 0.0 0.0 -0.30
C -2.027 -2.717 1.389 0.0 0.0 0.0 0.29
F -1.737 -3.947 1.009 0.0 0.0 0.0 -0.26
N 1.221 1.978 -4.130 0.0 0.0 0.0 -0.73
C 1.623 1.319 -3.061 -0.1 0.0 0.0 0.39
N 2.821 1.445 -2.560 0.0 0.0 0.0 -0.71
S 0.478 0.142 -2.383 0.2 -0.2 -0.1 0.09
H 1.834 2.598 -4.640 0.0 0.0 0.0 0.43
H 0.278 1.873 -4.469 0.0 0.0 0.0 0.44
H 3.483 2.113 -2.930 0.0 0.0 0.0 0.43
H 3.088 0.893 -1.744 0.0 0.0 0.0 0.46

=====

30
Properties=species:S:1:pos:R:3:forces:R:3:nbo_charge:R:1 method="wB97M-V/def2-TZVPD" gap_ev="5.927 / 7.385" lumo_energy_ev="-0.6 / -0.1"
C 1.704 2.852 -0.014 0.3 0.1 0.1 -0.25
C 2.433 2.149 0.959 -0.1 0.2 -0.2 -0.20
C 0.471 2.408 -0.377 -0.2 -0.1 0.1 -0.17
C 1.940 0.967 1.428 -0.2 -0.2 0.1 -0.27
C -0.163 1.266 0.212 0.8 0.1 0.1 -0.16
C 0.703 0.425 1.003 0.1 1.4 -0.4 0.25
C -1.536 1.143 0.011 -0.4 -0.8 -0.2 0.12
C -0.205 -1.937 0.726 -0.1 0.3 0.7 0.07
C -2.440 0.600 1.046 0.0 -0.1 0.0 -0.66
C -2.214 1.676 -1.211 0.2 0.1 0.1 -0.66
C 1.258 -2.810 -1.072 0.0 -0.1 0.1 -0.60
C 0.604 -3.124 0.277 -0.1 0.0 -0.5 -0.50
N 0.606 -0.927 1.204 0.1 -1.2 0.0 -0.62
I -1.854 -2.563 1.974 0.1 -0.2 -0.1 0.05
H 2.107 3.754 -0.448 0.0 0.1 0.0 0.21
H 3.391 2.515 1.295 0.1 0.0 0.1 0.21
H -0.115 2.997 -1.063 -0.1 0.1 -0.1 0.21
H 2.534 0.391 2.126 0.1 -0.1 0.0 0.20
H -2.907 -0.336 0.725 0.0 0.1 0.1 0.23
H -3.257 1.302 1.222 -0.1 0.2 0.0 0.22
H -1.919 0.432 1.982 -0.1 -0.1 0.1 0.22
H -1.568 1.627 -2.085 0.0 0.0 -0.1 0.22
H -2.532 2.713 -1.075 -0.1 0.1 0.0 0.22
H -3.109 1.088 -1.407 -0.1 0.0 0.0 0.22
H 1.912 -1.943 -1.005 0.1 0.1 0.0 0.20
H 0.492 -2.598 -1.814 0.0 0.0 -0.1 0.21
H 1.845 -3.660 -1.411 0.1 -0.1 -0.1 0.21
H 1.389 -3.386 1.007 -0.2 0.1 0.1 0.19
H -0.041 -3.993 0.158 0.0 0.0 0.1 0.23
H 1.535 -1.287 1.440 -0.3 0.1 0.0 0.37

=====

15
Properties=species:S:1:pos:R:3:forces:R:3:nbo_charge:R:1 method="wB97M-V/def2-TZVPD" gap_ev="6.217 / 3.749" lumo_energy_ev="-0.5 / -2.9" spin_multiplicity=2
C 1.282 -0.442 0.636 0.0 1.3 0.2 -0.07
C -0.213 -0.227 0.436 -0.3 -0.5 -0.3 -0.09
O -0.572 1.023 1.038 0.1 0.3 0.2 -0.48
C -1.818 1.449 0.920 1.8 -0.5 0.0 0.97
O -2.686 0.786 0.287 0.6 -0.8 -0.2 -0.73
O -2.105 2.564 1.440 1.0 -0.1 0.3 -0.71
O 1.682 -1.661 0.100 1.3 -0.4 -4.1 -0.73
Bi -4.115 2.345 0.736 -3.1 1.2 -0.3 0.61
H 1.502 -0.422 1.717 0.0 -0.2 -0.4 0.18
H 1.824 0.411 0.181 -0.2 -0.3 0.2 0.16
H -0.783 -1.039 0.910 0.1 0.2 -0.2 0.19
H -0.455 -0.202 -0.635 0.0 0.0 0.2 0.18
H 1.976 -1.555 -0.948 -1.2 -0.2 4.1 0.49
O 2.640 -1.474 -3.147 0.5 0.1 0.6 -0.41
H 1.841 -1.557 -3.672 -0.6 -0.1 -0.5 0.42

=====

Summary of relative energy (zero: lowest compared OMol25 entry of this formula, charge and spin) in eV
1.4393; 0.0000; 12.2936; 3.4961; 3.3187; 0.7299; 1.7197; 0.5723
(order as listed above)
Summary of F_max in eV Å⁻¹
0.8; 3.6; 15.1; 5.5; 2.4; 0.6; 1.5; 4.3
(order as listed above)